No. 1
# C39H55Cl2NO2P2S3Zr

C39H55Cl2NO2P2S3Zr as an isolated structure (ωB97M-V/def2-TZVPD, the Open Molecules 2025 dataset).

Charge: +2
Multiplicity: 1
HOMO-LUMO gap (eV): 6.5
HOMO level (Eh): -0.4659
Electronic energy (eV): -124321.543
Max |F| (eV/A): 0.6
ΔE to the lowest compared entry with this formula, charge and spin (kJ/mol): 0.0

The geometry in XYZ format:
```
105
C39H55Cl2NO2P2S3Zr ωB97M-V/def2-TZVPD
Zr -0.126 -0.130 0.277
C 2.234 -0.380 -3.234
C 0.932 -1.183 -3.213
C 0.784 -2.090 -4.431
P 0.754 -2.006 -1.567
C 2.233 -3.019 -1.168
C 1.954 -3.715 0.168
C 2.730 -4.011 -2.215
C -0.716 -3.055 -1.658
C -0.823 -4.237 -2.386
C -2.016 -4.948 -2.447
C -2.131 -6.204 -3.263
C -3.110 -4.434 -1.753
C -3.025 -3.265 -1.018
C -1.821 -2.570 -0.952
N -1.641 -1.408 -0.178
C -2.719 -0.697 0.406
C -3.774 -0.189 -0.365
C -4.737 0.607 0.216
C -4.671 0.959 1.569
C -5.716 1.837 2.196
C -3.614 0.472 2.326
C -2.647 -0.371 1.777
P -1.130 -0.912 2.659
C -1.365 -2.626 3.294
C -0.074 -3.094 3.971
C -1.797 -3.602 2.206
C -0.975 0.202 4.118
C -1.763 -0.252 5.346
C 0.499 0.449 4.446
H 2.268 0.232 -4.137
H 2.329 0.285 -2.371
H 3.104 -1.037 -3.248
H 0.094 -0.477 -3.211
H 1.587 -2.824 -4.501
H -0.169 -2.617 -4.431
H 0.824 -1.477 -5.332
H 3.009 -2.254 -1.037
H 1.184 -4.479 0.048
H 2.854 -4.207 0.541
H 1.606 -3.014 0.935
H 2.003 -4.799 -2.410
H 2.984 -3.523 -3.154
H 3.635 -4.493 -1.841
H 0.033 -4.612 -2.934
H -1.182 -6.734 -3.315
H -2.875 -6.878 -2.841
H -2.439 -5.973 -4.284
H -4.051 -4.969 -1.779
H -3.891 -2.906 -0.477
H -3.824 -0.440 -1.417
H -5.554 0.981 -0.389
H -6.415 2.214 1.454
H -6.284 1.281 2.943
H -5.258 2.688 2.702
H -3.557 0.752 3.371
H -2.160 -2.555 4.040
H 0.759 -3.095 3.263
H 0.200 -2.479 4.826
H -0.204 -4.115 4.329
H -1.025 -3.719 1.443
H -1.973 -4.580 2.654
H -2.719 -3.289 1.718
H -1.385 1.147 3.754
H -1.327 -1.145 5.795
H -1.738 0.535 6.099
H -2.808 -0.467 5.122
H 1.007 -0.463 4.761
H 1.025 0.861 3.583
H 0.575 1.167 5.264
Cl -3.673 6.473 0.121
C -2.691 5.084 0.385
C -2.070 4.911 1.633
C -1.293 3.807 1.889
Cl -0.496 3.660 3.414
C -1.122 2.791 0.925
O -0.434 1.712 1.191
C -1.697 3.022 -0.349
C -1.400 2.159 -1.427
O -0.735 1.097 -1.351
C -2.483 4.168 -0.607
H -2.200 5.663 2.400
H -1.749 2.447 -2.424
H -2.910 4.316 -1.590
C 5.143 -0.290 0.905
C 3.750 -0.655 1.411
S 2.446 0.426 0.773
C 2.768 2.065 1.478
C 3.763 2.905 0.670
S 3.422 2.864 -1.110
C 5.044 2.499 -1.848
C 5.950 1.465 -1.186
S 5.252 -0.193 -0.906
H 5.833 -1.057 1.256
H 5.474 0.653 1.334
H 3.712 -0.637 2.502
H 3.466 -1.652 1.084
H 3.099 1.934 2.509
H 1.788 2.541 1.503
H 4.781 2.571 0.840
H 3.698 3.932 1.030
H 5.607 3.429 -1.942
H 4.787 2.175 -2.858
H 6.352 1.821 -0.239
H 6.811 1.328 -1.840
```

These are the Löwdin partial charges, in e, on atoms 1 to 8: number 1, Zr, carries 1.440; number 2, C, carries -0.117; number 3, C, carries -0.522; number 4, C, carries -0.084; number 5, P, carries 1.047; number 6, C, carries -0.533; number 7, C, carries -0.118; number 8, C, carries -0.076

---

No. 2
# C28H51N4O12PS2ScSi

C28H51N4O12PS2ScSi as an isolated structure (ωB97M-V/def2-TZVPD, the Open Molecules 2025 dataset).

Charge: -1
Multiplicity: 1
HOMO-LUMO gap (eV): 8.0
HOMO level (Eh): -0.2069
Electronic energy (eV): -119943.170
Max |F| (eV/A): 2.3
ΔE to the lowest compared entry with this formula, charge and spin (kJ/mol): 68.3

The geometry in XYZ format:
```
100
C28H51N4O12PS2ScSi ωB97M-V/def2-TZVPD
Sc 1.724 -0.485 -0.265
C 5.183 5.001 4.084
C 4.305 3.825 3.759
C 3.379 3.341 4.675
C 2.595 2.238 4.374
C 2.726 1.610 3.150
C 3.629 2.091 2.221
C 4.410 3.193 2.523
S 1.731 0.134 2.781
O 0.606 0.151 3.690
O 1.246 0.402 1.372
N 2.517 -1.187 2.928
C 3.941 -1.199 2.745
C 4.455 -0.903 1.314
O 5.661 -0.827 1.125
O 3.561 -0.731 0.413
H 4.869 5.477 5.010
H 5.157 5.737 3.283
H 6.220 4.686 4.199
H 3.266 3.827 5.634
H 1.871 1.854 5.072
H 3.714 1.609 1.257
H 5.098 3.560 1.776
H 4.305 -2.193 3.033
H 4.441 -0.467 3.404
O 3.387 -0.368 -3.972
N 2.909 -1.243 -3.244
O 2.428 -0.847 -2.109
C 0.997 3.435 0.588
O 2.135 3.326 -0.245
P 2.363 2.008 -1.157
O 3.939 2.335 -1.308
C 4.827 1.375 -1.866
O 1.788 2.643 -2.548
C 1.202 1.864 -3.581
H 0.188 3.955 0.066
H 1.308 4.008 1.465
H 0.640 2.454 0.914
H 5.820 1.822 -1.844
H 4.551 1.132 -2.896
H 4.831 0.455 -1.274
H 1.969 1.353 -4.168
H 0.655 2.560 -4.218
H 0.517 1.123 -3.160
C -2.799 -4.091 -0.884
C -3.397 -3.089 0.108
C -4.848 -2.795 -0.284
C -3.333 -3.653 1.535
O -2.601 -1.931 0.107
Si -2.534 -0.560 -0.768
S -0.565 -0.084 -1.291
O -3.400 -0.848 -2.121
C -3.798 -0.018 -3.189
C -3.909 -0.930 -4.419
C -5.163 0.590 -2.842
C -2.796 1.102 -3.461
O -3.345 0.639 -0.005
C -3.304 1.090 1.334
C -4.683 0.806 1.947
C -3.047 2.602 1.306
C -2.223 0.387 2.145
H -3.376 -5.012 -0.893
H -1.772 -4.315 -0.606
H -2.804 -3.643 -1.874
H -5.445 -3.702 -0.211
H -4.869 -2.418 -1.302
H -5.275 -2.035 0.365
H -3.841 -4.614 1.599
H -3.803 -2.957 2.227
H -2.292 -3.769 1.827
H -4.594 -1.750 -4.215
H -2.931 -1.346 -4.641
H -4.265 -0.370 -5.280
H -5.906 -0.192 -2.698
H -5.498 1.255 -3.635
H -5.064 1.149 -1.916
H -1.815 0.684 -3.663
H -2.703 1.731 -2.581
H -3.124 1.699 -4.310
H -5.463 1.272 1.347
H -4.731 1.194 2.961
H -4.860 -0.266 1.972
H -3.816 3.105 0.720
H -2.081 2.792 0.848
H -3.046 3.008 2.315
H -2.393 -0.685 2.153
H -2.205 0.753 3.166
H -1.243 0.557 1.706
C 0.452 -3.183 -2.591
C 1.225 -3.518 -1.373
N 1.348 -2.777 -0.287
C 2.143 -3.481 0.584
C 2.512 -4.656 0.005
N 1.915 -4.672 -1.230
H 1.137 -2.856 -3.377
H -0.215 -2.349 -2.364
H -0.119 -4.041 -2.944
H 2.356 -3.090 1.565
H 3.131 -5.461 0.343
H 2.005 -5.393 -1.926
```

These are the Löwdin partial charges, in e, on atoms 1 to 8: number 1, Sc, carries 0.578; number 2, C, carries -0.055; number 3, C, carries -0.271; number 4, C, carries -0.040; number 5, C, carries -0.048; number 6, C, carries -0.245; number 7, C, carries -0.058; number 8, C, carries -0.011

---

No. 3
# C24H42Cl3N4O3ScSi

C24H42Cl3N4O3ScSi as an isolated structure (ωB97M-V/def2-TZVPD, the Open Molecules 2025 dataset).

Multiplicity: 1
HOMO-LUMO gap (spin up / spin down) (eV): 3.4 / 3.4
HOMO level (spin up / spin down) (Eh): -0.1264 / -0.1264
Electronic energy (eV): -103821.171
Max |F| (eV/A): 2.6
ΔE to the lowest compared entry with this formula, charge and spin (kJ/mol): 638.8

The geometry in XYZ format:
```
78
C24H42Cl3N4O3ScSi ωB97M-V/def2-TZVPD
C -2.046 -2.484 -4.727
C -1.142 -3.082 -3.659
H -2.355 -3.238 -5.468
H -1.500 -1.684 -5.260
H -2.972 -2.056 -4.307
C -0.702 -4.411 -3.769
C -0.440 -5.127 -5.024
H -0.525 -4.966 -2.864
H 0.141 -4.511 -5.746
H -1.319 -5.498 -5.576
H 0.157 -6.009 -4.748
Sc 0.606 1.530 0.250
Cl -1.844 1.774 0.180
Cl 1.920 3.408 -0.478
H 1.538 5.725 3.426
H -1.139 6.573 2.854
C 1.451 5.232 2.444
C -0.826 6.079 1.924
N 0.044 4.940 2.188
H 2.019 4.300 2.424
C -0.402 3.693 2.133
O 0.367 2.684 2.017
H -1.723 5.753 1.390
H -1.503 3.562 2.169
H 1.812 5.916 1.665
H -0.292 6.820 1.318
H 2.093 -0.488 -3.782
H 2.361 -3.361 -2.735
C 3.031 -0.547 -3.215
C 3.195 -2.824 -2.260
N 2.879 -1.414 -2.053
H 3.357 0.446 -2.900
C 2.548 -0.966 -0.821
O 2.374 0.229 -0.470
H 3.428 -3.302 -1.301
H 2.386 -1.789 -0.095
H 3.783 -1.011 -3.854
H 4.058 -2.898 -2.933
O -0.142 -2.077 -3.134
C -1.196 -2.345 -2.234
C 0.129 -3.905 -0.670
C -0.985 -3.088 -0.956
H 0.870 -4.088 -1.458
C 0.309 -4.470 0.600
H -1.813 -1.435 -2.196
C -1.980 -3.006 0.055
H 1.244 -4.989 0.826
C -0.670 -4.351 1.590
C -1.836 -3.643 1.285
H -2.880 -2.411 -0.140
H -0.534 -4.798 2.581
H -2.620 -3.565 2.038
Si -0.309 2.278 -3.540
Cl 0.127 0.634 -1.982
C 1.258 3.197 -4.031
C -1.090 3.609 -2.471
C -1.515 1.653 -4.776
H 2.170 2.587 -4.060
H 1.422 4.015 -3.305
H 1.103 3.672 -5.011
H -1.058 1.054 -5.573
H -1.997 2.535 -5.217
H -2.290 1.052 -4.286
H -1.832 3.193 -1.775
H -1.585 4.352 -3.128
H -0.317 4.131 -1.875
C -1.650 -0.919 4.634
N -0.670 -0.884 3.554
C 0.568 -1.511 3.536
C 1.208 -1.088 2.396
N 0.369 -0.204 1.722
C -0.784 -0.167 2.410
H -2.068 -1.932 4.740
H -1.175 -0.622 5.584
H -2.452 -0.208 4.386
H 0.897 -2.191 4.300
H 2.199 -1.345 2.039
H -1.682 0.367 2.134
```

These are the Löwdin partial charges, in e, on atoms 1 to 8: number 1, C, carries -0.035; number 2, C, carries -0.433; number 3, H, carries 0.071; number 4, H, carries 0.068; number 5, H, carries 0.073; number 6, C, carries -0.240; number 7, C, carries -0.219; number 8, H, carries 0.036

---

No. 4
# C20H14F3NO3

A 2-piece molecular cluster, C20H14F3NO3 overall (ωB97M-V/def2-TZVPD, the Open Molecules 2025 dataset).

Multiplicity: 1
HOMO-LUMO gap (eV): 5.4
HOMO level (Eh): -0.2819
Electronic energy (eV): -36747.535
Max |F| (eV/A): 2.6
ΔE to the lowest compared entry with this formula, charge and spin (kJ/mol): 90.6

The geometry in XYZ format:
```
41
C20H14F3NO3 ωB97M-V/def2-TZVPD
F 4.069 1.188 2.586
C 3.859 -0.020 3.190
F 4.708 -0.926 2.607
F 4.262 0.120 4.508
C 2.421 -0.417 3.090
C 2.056 -1.723 2.705
C 0.715 -2.026 2.565
C -0.304 -1.042 2.722
C -1.645 -1.341 2.357
C -2.783 -0.533 2.685
C -4.025 -1.153 3.029
C -5.186 -0.423 3.153
C -5.158 0.980 3.034
C -3.948 1.617 2.705
C -2.789 0.889 2.537
C 0.118 0.225 3.253
C 1.465 0.523 3.417
H 2.806 -2.487 2.568
H 0.399 -3.046 2.309
H -1.832 -2.388 2.089
H -4.044 -2.244 3.145
H -6.125 -0.943 3.373
H -6.052 1.560 3.206
H -3.912 2.704 2.602
H -1.873 1.383 2.217
H -0.619 0.979 3.544
H 1.762 1.487 3.849
O -5.680 -3.582 1.152
N -5.888 -3.345 -0.060
O -6.944 -3.628 -0.651
C -4.821 -2.680 -0.793
C -4.953 -2.284 -2.140
C -3.922 -1.521 -2.723
C -2.838 -1.091 -1.954
C -2.644 -1.524 -0.568
O -1.625 -1.156 0.136
C -3.685 -2.375 -0.051
H -5.852 -2.579 -2.685
H -3.981 -1.271 -3.781
H -2.085 -0.415 -2.344
H -3.629 -2.747 0.966
```

These are the natural (NBO) partial charges, in e, on atoms 1 to 8: number 1, F, carries -0.318; number 2, C, carries 0.973; number 3, F, carries -0.319; number 4, F, carries -0.327; number 5, C, carries -0.099; number 6, C, carries -0.196; number 7, C, carries -0.103; number 8, C, carries -0.162

---

No. 5
# C5H6N2

C5H6N2 in the gas phase (ωB97M-V/def2-TZVPD, the Open Molecules 2025 dataset).

Structure (SMILES): C1=N[C@H]1C[C@H]1C=N1
Multiplicity: 1
HOMO-LUMO gap (eV): 10.1
HOMO level (Eh): -0.3407
Electronic energy (eV): -8256.985
Max |F| (eV/A): 1.5
ΔE to the lowest compared entry with this formula, charge and spin (kJ/mol): 518.4

The geometry in XYZ format:
```
13
C5H6N2 ωB97M-V/def2-TZVPD
C 0.325 -0.344 1.591
N -0.548 -0.235 2.465
C -0.802 -0.561 0.753
C -1.013 0.558 -0.259
C 0.161 0.363 -1.228
C 1.481 -0.041 -0.795
N 0.747 -1.031 -1.035
H 1.327 0.014 1.340
H -1.296 -1.516 0.618
H -1.025 1.518 0.266
H -1.944 0.470 -0.831
H 0.057 0.664 -2.274
H 2.530 0.141 -0.610
```

These are the natural (NBO) partial charges, in e, on atoms 1 to 8: number 1, C, carries 0.024; number 2, N, carries -0.273; number 3, C, carries -0.126; number 4, C, carries -0.470; number 5, C, carries -0.132; number 6, C, carries 0.005; number 7, N, carries -0.300; number 8, H, carries 0.179

---

No. 6
# CHNO3S

CHNO3S in the gas phase (ωB97M-V/def2-TZVPD, the Open Molecules 2025 dataset).

Multiplicity: 1
HOMO-LUMO gap (eV): 10.2
HOMO level (Eh): -0.4037
Electronic energy (eV): -19518.004
Max |F| (eV/A): 4.6
ΔE to the lowest compared entry with this formula, charge and spin (kJ/mol): 246.1

The geometry in XYZ format:
```
7
CHNO3S ωB97M-V/def2-TZVPD
C -0.636 -0.297 -1.473
N 0.211 0.087 -0.792
O 0.984 1.535 1.159
O -0.957 0.098 1.248
O 1.288 -0.901 0.917
S 0.418 0.232 1.042
H -1.308 -0.755 -2.101
```

Which charges does natural (NBO) predict for the atoms? In e, they are: number 1, C, carries 0.340; number 2, N, carries -0.427; number 3, O, carries -0.880; number 4, O, carries -0.900; number 5, O, carries -0.884; number 6, S, carries 2.508; number 7, H, carries 0.243